A | Molecular formula: C5H8OS2
Method: DFT, the ωB97M-V functional and the def2-TZVPD basis

Last column: Löwdin charge in e.
Geometry (Å):
S 2.51229 0.00573 0.06453  0.73
C 0.90806 -0.70850 -0.41187  -0.61
C 0.21473 0.55076 -0.80791  -0.46
O -0.93438 1.08908 -1.24904  -0.13
C -1.34058 1.81138 0.13708  -0.05
C -0.71024 0.82586 1.39516  -0.12
C -0.20354 -0.32532 0.43618  -0.69
S -1.50106 -1.63491 0.06657  0.75
H 3.24895 -0.92715 1.03841  -0.03
H 0.95607 -1.87551 -0.66962  0.13
H 0.86324 1.22637 -0.37828  0.02
H -0.65861 2.77647 0.25790  0.12
H -2.61981 2.18975 0.10362  0.19
H -0.09405 1.43091 2.10348  0.10
H -1.65517 0.55798 2.05810  0.12
H -1.95583 -0.94974 -1.11078  -0.06

SMILES = S[C@@H]1[C@H]2OCC[C@]12S
E_LUMO = 0.02019 hartree
E_HOMO = -0.3219 hartree
Kohn-Sham gap = 9.3090 eV



B | Molecular formula: C5H8OS2
Method: DFT, the ωB97M-V functional and the def2-TZVPD basis

Last column: Löwdin charge in e.
Geometry (Å):
C -1.01957 -0.34818 -1.13734  -0.29
C -0.00830 0.74232 -0.50549  -0.86
C -0.52905 0.63645 1.03042  -0.38
C 1.90171 -0.71930 0.56789  -0.53
C 1.46562 0.55853 -0.23235  -0.57
H -3.31058 -0.87085 -0.25346  0.33
H -0.84317 -0.79227 -2.17421  0.12
H -1.03595 -1.33481 -0.45996  0.12
H -1.63106 0.30079 0.83800  0.04
H -0.81830 1.65710 1.82446  0.16
H 2.03714 -1.67171 -0.15625  0.10
H 3.15446 -0.37945 0.76601  0.16
H 1.65057 1.31260 0.67478  0.11
O -2.43549 0.02839 -0.99385  -0.27
S 0.58507 -0.75157 1.83021  0.79
S 0.83692 1.63197 -1.61885  0.96

E_LUMO = -0.02693 hartree
E_HOMO = -0.3262 hartree
Kohn-Sham gap = 8.1433 eV



C | Molecular formula: C5H8OS2
Method: DFT, the ωB97M-V functional and the def2-TZVPD basis

Last column: Löwdin charge in e.
Geometry (Å):
C 2.84881 0.25531 -0.18630  -0.08
O 1.77588 -0.57879 -0.58589  -0.13
C 0.74276 -0.68938 0.32953  -0.28
C -0.54986 -0.80746 -0.34041  -0.61
S -2.22490 -1.42944 -0.15019  0.83
C -2.86011 0.29860 -0.19861  -0.71
S -1.50278 1.59929 -0.23268  0.82
C -0.36958 0.43279 0.55168  -0.52
H 2.74861 0.47138 0.88243  0.09
H 2.76496 1.24102 -0.67461  0.10
H 3.81641 -0.18063 -0.45020  0.09
H 0.93139 -1.05399 1.33218  0.15
H -0.38865 -0.59323 -1.39868  0.11
H -3.46444 0.42540 -1.11625  0.03
H -3.51098 0.40778 0.67014  0.02
H -0.75753 0.20135 1.56785  0.09

SMILES = COC1[C@H]2SCS[C@H]12
E_LUMO = 0.02922 hartree
E_HOMO = -0.3134 hartree
Kohn-Sham gap = 9.3240 eV



Which structure is the least stable? The one labeled B.